Entry from the Open Molecules 2025 dataset: C4H15Br4GaNOP2S as an isolated structure (ωB97M-V/def2-TZVPD).

Output
LUMO level = 2.46 eV
E_HOMO = -3.4 eV
net charge = -1

CARTESIAN COORDINATES (ANGSTROEM)
N  0.779  2.027  -2.552
P  -0.157  0.607  -3.058
O  0.885  -0.188  -4.095
Ga  -0.359  -0.660  -1.070
P  1.750  -0.933  0.040
S  3.075  -2.033  -0.960
H  1.556  2.199  -3.171
H  0.144  2.808  -2.568
H  0.846  0.294  -4.931
H  -1.293  0.198  -0.114
H  -0.928  -2.122  -1.309
H  2.348  0.304  0.347
H  1.513  -1.561  1.280
Br  -0.327  4.129  1.686
C  -1.251  5.065  0.254
C  -2.564  4.413  -0.086
Br  -2.308  2.776  -1.102
H  -0.572  5.086  -0.591
H  -1.408  6.077  0.621
H  -3.158  5.070  -0.718
H  -3.133  4.151  0.798
Br  0.559  -3.014  4.128
C  0.353  -4.805  3.394
C  0.894  -4.912  1.994
Br  -0.275  -4.085  0.684
H  -0.704  -5.038  3.444
H  0.903  -5.457  4.069
H  0.969  -5.958  1.706
H  1.863  -4.437  1.881

In elementary charge units, the natural (NBO) charges are: -1.179, 0.645, -0.974, 0.396, 0.322, -0.770, 0.368, 0.365, 0.468, -0.285, -0.287, -0.028, -0.038, -0.008, -0.446, -0.471, 0.032, 0.229, 0.216, 0.218, 0.224, -0.020, -0.439, -0.478, 0.038, 0.224, 0.215, 0.220, 0.241